Entry from the OMol25 dataset: a molecular structure, C21H23BF4N3O3RuS2 (the ωB97M-V functional and the def2-TZVPD basis).

Energy relative to the best compared isomer or geometry (same formula, charge and spin) = 49.7 kJ/mol
LUMO (spin up / spin down) = -0.3 / -1.1 eV
Kohn-Sham gap (spin up / spin down) = 0.2879 / 0.2562 Ha
DFT total energy = -68568.2500 eV
F_max = 0.0196 Eh/bohr

The geometry in ORCA input format:
```
! wB97M-V def2-TZVPD RIJCOSX def2/J DEFGRID3
* xyz 0 2
Ru 0.283 -1.748 -1.856
C -1.733 2.077 -2.084
C -1.440 0.606 -1.976
N -0.231 0.161 -2.138
N 0.732 1.134 -2.409
C 1.944 0.769 -2.173
S 2.431 -0.802 -1.636
S 3.126 1.999 -2.609
C 4.543 1.635 -1.530
C 4.408 2.194 -0.140
C 4.984 3.421 0.172
C 4.857 3.965 1.441
C 4.149 3.284 2.419
C 3.575 2.056 2.118
C 3.702 1.514 0.848
C -2.558 -0.300 -1.687
C -3.721 0.216 -1.092
C -4.825 -0.574 -0.852
C -4.801 -1.913 -1.255
C -3.680 -2.439 -1.853
C -2.532 -1.657 -2.044
O -1.463 -2.241 -2.559
H -0.965 2.572 -2.666
H -1.738 2.531 -1.090
H -2.711 2.233 -2.535
H 5.379 2.107 -2.047
H 4.716 0.560 -1.532
H 5.538 3.957 -0.590
H 5.314 4.920 1.667
H 4.051 3.702 3.413
H 3.034 1.514 2.885
H 3.256 0.555 0.620
H -3.747 1.259 -0.806
H -5.703 -0.157 -0.380
H -5.666 -2.543 -1.094
H -3.629 -3.474 -2.166
O -0.536 -1.646 -0.030
C -0.212 -1.085 1.009
O 0.661 -0.121 1.061
C -0.863 -1.476 2.324
N -0.610 -0.389 3.268
C -1.793 0.485 3.161
C -2.990 -0.441 2.919
C -2.393 -1.655 2.180
H -0.360 -2.393 2.638
H 0.652 0.169 2.012
H -0.511 -0.749 4.209
H -1.648 1.147 2.302
H -1.884 1.109 4.047
H -3.767 0.050 2.335
H -3.429 -0.748 3.868
H -2.683 -1.691 1.130
H -2.707 -2.591 2.636
F 2.214 -5.246 -2.383
B 1.263 -4.290 -2.425
F 1.427 -3.255 -3.396
F 1.308 -3.495 -1.150
F -0.015 -4.785 -2.498
*
```

=====

Entry from the OMol25 dataset: C4H7NO2 in the gas phase (the ωB97M-V functional and the def2-TZVPD basis).

Energy relative to the best compared isomer or geometry (same formula, charge and spin) = 369.5 kJ/mol
LUMO = 0.5 eV
Kohn-Sham gap = 0.3318 Ha
DFT total energy = -9843.4500 eV
F_max = 0.0108 Eh/bohr

The geometry in ORCA input format:
```
! wB97M-V def2-TZVPD RIJCOSX def2/J DEFGRID3
* xyz 0 1
O 2.057 -0.331 0.097
C 1.071 0.241 -0.715
C -0.371 -0.114 -0.257
C -0.205 -1.337 1.869
N -0.512 -0.254 1.185
C -1.394 0.858 -0.786
O -2.221 1.396 -0.088
H 1.909 -0.029 1.004
H 1.201 1.330 -0.807
H 1.218 -0.189 -1.709
H 0.265 -2.007 1.113
H -0.625 -1.093 -0.673
H -1.038 0.487 1.642
H -1.356 1.043 -1.875
*
```

=====

Please write out number 1 again, unchanged.
Entry from the OMol25 dataset: a molecular structure, C21H23BF4N3O3RuS2 (the ωB97M-V functional and the def2-TZVPD basis).

Energy relative to the best compared isomer or geometry (same formula, charge and spin) = 49.7 kJ/mol
LUMO (spin up / spin down) = -0.3 / -1.1 eV
Kohn-Sham gap (spin up / spin down) = 0.2879 / 0.2562 Ha
DFT total energy = -68568.2500 eV
F_max = 0.0196 Eh/bohr

The geometry in ORCA input format:
```
! wB97M-V def2-TZVPD RIJCOSX def2/J DEFGRID3
* xyz 0 2
Ru 0.283 -1.748 -1.856
C -1.733 2.077 -2.084
C -1.440 0.606 -1.976
N -0.231 0.161 -2.138
N 0.732 1.134 -2.409
C 1.944 0.769 -2.173
S 2.431 -0.802 -1.636
S 3.126 1.999 -2.609
C 4.543 1.635 -1.530
C 4.408 2.194 -0.140
C 4.984 3.421 0.172
C 4.857 3.965 1.441
C 4.149 3.284 2.419
C 3.575 2.056 2.118
C 3.702 1.514 0.848
C -2.558 -0.300 -1.687
C -3.721 0.216 -1.092
C -4.825 -0.574 -0.852
C -4.801 -1.913 -1.255
C -3.680 -2.439 -1.853
C -2.532 -1.657 -2.044
O -1.463 -2.241 -2.559
H -0.965 2.572 -2.666
H -1.738 2.531 -1.090
H -2.711 2.233 -2.535
H 5.379 2.107 -2.047
H 4.716 0.560 -1.532
H 5.538 3.957 -0.590
H 5.314 4.920 1.667
H 4.051 3.702 3.413
H 3.034 1.514 2.885
H 3.256 0.555 0.620
H -3.747 1.259 -0.806
H -5.703 -0.157 -0.380
H -5.666 -2.543 -1.094
H -3.629 -3.474 -2.166
O -0.536 -1.646 -0.030
C -0.212 -1.085 1.009
O 0.661 -0.121 1.061
C -0.863 -1.476 2.324
N -0.610 -0.389 3.268
C -1.793 0.485 3.161
C -2.990 -0.441 2.919
C -2.393 -1.655 2.180
H -0.360 -2.393 2.638
H 0.652 0.169 2.012
H -0.511 -0.749 4.209
H -1.648 1.147 2.302
H -1.884 1.109 4.047
H -3.767 0.050 2.335
H -3.429 -0.748 3.868
H -2.683 -1.691 1.130
H -2.707 -2.591 2.636
F 2.214 -5.246 -2.383
B 1.263 -4.290 -2.425
F 1.427 -3.255 -3.396
F 1.308 -3.495 -1.150
F -0.015 -4.785 -2.498
*
```

=====

What did the second record say?
Entry from the OMol25 dataset: C4H7NO2 in the gas phase (the ωB97M-V functional and the def2-TZVPD basis).

Energy relative to the best compared isomer or geometry (same formula, charge and spin) = 369.5 kJ/mol
LUMO = 0.5 eV
Kohn-Sham gap = 0.3318 Ha
DFT total energy = -9843.4500 eV
F_max = 0.0108 Eh/bohr

The geometry in ORCA input format:
```
! wB97M-V def2-TZVPD RIJCOSX def2/J DEFGRID3
* xyz 0 1
O 2.057 -0.331 0.097
C 1.071 0.241 -0.715
C -0.371 -0.114 -0.257
C -0.205 -1.337 1.869
N -0.512 -0.254 1.185
C -1.394 0.858 -0.786
O -2.221 1.396 -0.088
H 1.909 -0.029 1.004
H 1.201 1.330 -0.807
H 1.218 -0.189 -1.709
H 0.265 -2.007 1.113
H -0.625 -1.093 -0.673
H -1.038 0.487 1.642
H -1.356 1.043 -1.875
*
```